Below is 2 unconnected molecules or ions with the total composition C3H10INOP at a distorted geometry, with properties calculated with ωB97M-V/def2-TZVPD.

The geometry in XYZ format:
```
17
Properties=species:S:1:pos:R:3:forces:R:3
C 0.380700 -1.091499 0.486764 -1.6 -0.7 2.2
H 1.506375 -2.680164 1.084592 1.2 -1.6 2.8
H 1.515436 1.171750 2.702835 0.0 0.3 0.0
I -3.561597 -0.114914 0.083171 0.3 0.0 0.2
P -1.379639 0.990254 0.147158 -0.4 -0.6 -1.4
H 1.905114 2.186882 1.686643 3.7 3.0 -1.1
H 2.086019 -1.802043 -0.312839 1.5 0.1 -0.4
N -0.262553 -0.394819 -0.376568 0.3 0.3 1.3
C -1.370285 1.589783 -1.626329 -4.1 -0.7 2.2
H -0.023299 -0.492703 -1.354163 -0.1 -0.3 -0.3
H -1.872682 2.525125 -1.576920 0.3 1.2 -0.3
H 0.089426 -0.934455 1.611262 0.6 0.1 -2.3
H 0.829576 -2.892374 -0.430527 -1.5 -2.1 -2.0
H -1.933223 1.013815 -2.341726 -0.4 -0.6 0.1
C 1.279555 -2.245590 0.206630 -0.7 4.0 -0.7
H -0.423325 1.523876 -1.901170 4.4 0.9 -1.4
O 1.234407 1.647071 1.911181 -3.6 -3.3 1.2
```
Positions in Å, forces in eV/Å.

Summary:
LUMO energy in eV: -4.54
Net charge: +1
Energy above the lowest of the compared OMol25 structures with the same formula, charge and spin in kcal/mol: 35.5
HOMO in eV: -13.06
Orbital gap in eV: 8.5

Here are the Löwdin charges for atoms 1 to 6, given in e: number 1, C, carries -0.1391; number 2, H, carries 0.0594; number 3, H, carries 0.0611; number 4, I, carries 0.4498; number 5, P, carries 0.5765; number 6, H, carries -0.0198